Entry from the OMol25 dataset: 3 unconnected molecules or ions with the total composition C39H58F4N2O7S at a distorted geometry (ωB97M-V/def2-TZVPD).

Geometry as ORCA input:
```
! wB97M-V def2-TZVPD RIJCOSX def2/J DEFGRID3
* xyz 0 1
C -3.94 4.19 -1.18
C -3.34 2.86 -1.65
C -2.90 1.98 -0.44
C -1.52 1.38 -0.60
C -1.17 0.60 -1.70
C -2.16 0.21 -2.78
S -3.73 -0.54 -2.23
C -3.29 -1.97 -1.21
C -2.65 -1.65 0.15
C 0.19 0.13 -1.81
C 0.71 -0.67 -3.00
C 1.11 -2.13 -2.69
C 1.02 -3.05 -3.92
C 1.26 -4.52 -3.57
C 0.19 -5.14 -2.66
C -1.04 -5.59 -3.49
C -2.03 -4.46 -3.76
O -3.34 -4.83 -3.38
C -4.32 -4.16 -4.14
C 1.11 0.42 -0.80
C 2.55 -0.04 -0.86
C 2.83 -1.29 -0.06
O 3.91 -1.70 0.12
F 1.78 -1.95 0.44
C 0.73 1.17 0.34
N 1.68 1.38 1.32
C 1.24 2.07 2.34
C 2.22 2.28 3.47
C 1.98 1.15 4.52
C 1.79 -0.22 3.97
O 2.99 0.22 4.69
C -0.08 2.61 2.43
C -0.51 3.43 3.63
C -1.76 4.26 3.37
C -3.03 3.51 3.31
F -4.08 4.20 2.76
C -3.29 2.24 3.77
F -4.00 1.97 4.87
F -2.94 1.12 3.17
N -0.96 2.41 1.49
C -0.57 1.66 0.42
H -3.94 4.89 -2.02
H -4.98 4.09 -0.88
H -3.36 4.64 -0.37
H -4.11 2.32 -2.20
H -2.45 3.02 -2.26
H -3.62 1.18 -0.26
H -2.95 2.63 0.43
H -2.43 1.10 -3.34
H -1.73 -0.48 -3.50
H -2.62 -2.60 -1.79
H -4.20 -2.55 -1.05
H -1.61 -1.37 -0.01
H -3.17 -0.86 0.69
H -2.67 -2.56 0.76
H 1.60 -0.14 -3.35
H 0.03 -0.69 -3.85
H 0.62 -2.53 -1.81
H 2.18 -2.11 -2.46
H 0.09 -2.86 -4.46
H 1.83 -2.73 -4.59
H 1.24 -5.09 -4.51
H 2.27 -4.65 -3.16
H 0.62 -5.98 -2.12
H -0.16 -4.42 -1.92
H -1.55 -6.34 -2.88
H -0.66 -6.03 -4.41
H -2.01 -4.15 -4.81
H -1.69 -3.58 -3.20
H -4.34 -3.09 -3.94
H -5.29 -4.57 -3.85
H -4.17 -4.28 -5.21
H 3.16 0.72 -0.38
H 2.93 -0.14 -1.87
H 3.25 2.14 3.14
H 2.04 3.21 4.00
H 1.38 1.41 5.39
H 1.20 -0.94 4.53
H 2.21 -0.47 3.01
H -0.58 2.81 4.52
H 0.30 4.14 3.81
H -1.61 4.92 2.52
H -1.86 4.94 4.24
C 1.83 8.81 1.29
C 0.55 8.12 1.71
O 0.81 7.01 2.58
C 0.96 7.14 3.91
C 1.14 8.51 4.52
O 1.02 6.14 4.58
H 2.35 9.24 2.14
H 1.61 9.61 0.58
H 2.50 8.10 0.82
H -0.17 8.81 2.16
H 0.06 7.69 0.84
H 2.20 8.71 4.62
H 0.68 8.50 5.51
H 0.67 9.31 3.96
C 4.82 -5.25 -0.25
C 3.50 -5.45 0.47
O 2.54 -6.11 -0.36
C 2.45 -7.44 -0.49
C 3.56 -8.32 0.03
O 1.51 -7.90 -1.09
H 5.28 -6.20 -0.52
H 5.51 -4.69 0.37
H 4.66 -4.69 -1.18
H 3.62 -5.97 1.42
H 3.07 -4.48 0.70
H 4.25 -8.53 -0.79
H 3.12 -9.26 0.37
H 4.10 -7.90 0.87
*
```

Summary:
HOMO level ... -7.74 eV
SMILES ... CCCc1c(CSCC)c(CCCCCCCOC)c(CC(=O)F)c2nc(C[C@H]3CO3)c(CCC(F)=C(F)F)nc12.CCOC(C)=O.CCOC(C)=O